1.
Entry from OMol25: C7H17NO2 as an isolated structure at a distorted geometry (ωB97M-V/def2-TZVPD).

CARTESIAN COORDINATES (ANGSTROEM)
O (-0.34, -1.57, 0.70)
O (2.24, -1.54, 0.24)
N (0.64, -0.11, -1.64)
C (3.38, 0.60, -0.04)
C (2.23, -0.14, 0.61)
C (-2.81, -0.84, -0.53)
C (-0.32, -0.21, 0.62)
C (0.43, 0.45, -0.40)
C (-2.01, 0.40, -0.21)
C (-2.63, 1.26, 0.87)
H (-2.66, 0.73, 1.82)
H (-3.66, 1.53, 0.61)
H (-0.35, 0.29, 1.59)
H (-2.28, -1.43, -1.28)
H (3.24, 0.65, -1.12)
H (3.08, -1.96, 0.46)
H (4.36, 0.12, 0.14)
H (-2.08, 2.20, 1.00)
H (-3.80, -0.59, -0.92)
H (3.44, 1.61, 0.35)
H (-2.95, -1.45, 0.37)
H (2.27, -0.06, 1.71)
H (0.58, -1.90, 0.58)
H (0.91, -1.08, -1.61)
H (-1.90, 0.99, -1.12)
H (0.58, 0.52, -2.43)
H (0.41, 1.54, -0.35)

As for the energy relative to the best compared isomer or geometry (same formula, charge and spin): 446.1 kJ/mol. The calculation puts the HOMO-LUMO gap at 0.2836 Ha. Its total charge is 0.

Results of the Löwdin charge analysis, in e, for atoms 1 through 6: -0.010, -0.127, 0.098, -0.119, -0.288, -0.115

2.
Entry from OMol25: a 2-piece molecular cluster, C7H17NO3 overall at a distorted geometry (ωB97M-V/def2-TZVPD).

CARTESIAN COORDINATES (ANGSTROEM)
O (3.24, 1.58, 0.53)
O (3.01, -1.90, -1.39)
O (-3.14, -1.33, -0.23)
N (-1.61, 0.06, 2.32)
C (3.16, 0.25, 0.11)
C (1.82, -0.08, -0.44)
C (1.06, 0.88, -0.92)
C (-2.21, 0.91, -0.04)
C (1.79, -1.54, -0.74)
C (-2.02, -0.50, -0.55)
C (-2.41, 0.94, 1.48)
H (3.89, 0.07, -0.70)
H (-1.37, 1.52, -0.33)
H (0.18, 0.64, -1.52)
H (-2.18, 1.97, 1.76)
H (-3.08, 1.36, -0.52)
H (-3.91, -0.96, -0.66)
H (-0.63, 0.18, 2.14)
H (-3.46, 0.74, 1.71)
H (0.93, -1.87, -1.36)
H (2.40, 1.75, 0.98)
H (1.77, -2.11, 0.21)
H (-1.85, -0.91, 2.08)
H (-1.83, -0.47, -1.64)
H (1.29, 1.93, -0.78)
H (-1.15, -0.99, -0.08)
H (2.88, -1.61, -2.32)
H (3.42, -0.50, 0.89)

As for the energy relative to the best compared isomer or geometry (same formula, charge and spin): 156.9 kJ/mol. The calculation puts the HOMO-LUMO gap at 0.3638 Ha. Its total charge is 0.

Results of the Löwdin charge analysis, in e, for atoms 1 through 6: -0.056, -0.073, -0.063, 0.001, -0.256, -0.297

3.
Entry from OMol25: a 3-piece molecular cluster, C7H17NO6P overall at a distorted geometry (ωB97M-V/def2-TZVPD).

CARTESIAN COORDINATES (ANGSTROEM)
P (-1.80, 1.37, -0.41)
O (-2.17, 1.54, 1.20)
O (-2.92, 0.48, -0.82)
O (-0.66, -1.45, -1.00)
O (2.72, 3.63, 0.22)
O (-2.27, 3.01, -0.80)
O (0.99, -1.01, 0.50)
N (1.38, -0.40, -1.55)
C (-1.06, -1.33, -2.32)
C (0.58, -1.23, 2.76)
C (0.49, -0.86, -0.75)
C (0.13, -1.69, 1.43)
C (2.76, 2.81, 1.10)
C (3.11, 1.32, 1.00)
C (-2.51, -1.82, -2.48)
H (-1.29, -0.29, -2.64)
H (0.01, -1.59, 3.62)
H (1.05, -0.30, -2.50)
H (-1.55, 2.15, 1.63)
H (1.55, -1.49, 2.90)
H (2.85, 0.73, 1.80)
H (-2.51, -2.94, -2.20)
H (-2.72, -1.48, -3.50)
H (4.17, 1.23, 0.91)
H (-0.30, -1.85, -2.83)
H (0.24, -2.74, 1.22)
H (2.20, 2.97, 2.10)
H (-3.11, -1.31, -1.82)
H (2.55, 0.87, 0.11)
H (-1.35, 3.42, -0.72)
H (-0.91, -1.52, 1.08)
H (0.34, -0.24, 2.77)

As for the energy relative to the best compared isomer or geometry (same formula, charge and spin): 119.9 kJ/mol. The calculation puts the HOMO-LUMO gap at 0.2526 Ha. Its total charge is -1.

Results of the Löwdin charge analysis, in e, for atoms 1 through 6: 0.511, -0.314, -0.458, -0.048, 0.023, -0.368

4.
Entry from OMol25: C7H17NOSi in the gas phase at a distorted geometry (ωB97M-V/def2-TZVPD).

CARTESIAN COORDINATES (ANGSTROEM)
Si (1.02, -0.17, 0.36)
O (2.16, -0.97, -0.49)
N (-1.08, 0.18, -0.41)
C (-1.26, 1.63, -0.24)
C (0.02, 2.45, -0.33)
C (2.38, -0.66, -1.84)
C (0.82, -1.26, 1.98)
C (1.27, 1.67, 0.39)
C (-1.86, -2.10, -0.16)
C (-2.10, -0.62, 0.27)
H (1.77, -1.59, 2.11)
H (-2.55, -2.74, 0.25)
H (0.31, 2.57, -1.30)
H (0.17, -2.01, 1.84)
H (2.63, -1.41, -2.56)
H (0.47, -0.61, 2.82)
H (-3.12, -0.38, -0.10)
H (-2.24, -0.57, 1.37)
H (3.13, 0.10, -1.97)
H (-1.75, 1.92, 0.71)
H (-0.88, -2.38, 0.03)
H (-1.97, 1.87, -0.92)
H (2.09, 2.11, -0.04)
H (1.37, 2.07, 1.34)
H (-0.13, 3.33, 0.27)
H (-2.09, -2.13, -1.29)
H (1.41, -0.31, -2.10)

As for the energy relative to the best compared isomer or geometry (same formula, charge and spin): 186.8 kJ/mol. The calculation puts the HOMO-LUMO gap at 0.3187 Ha. Its total charge is 0.

Results of the Löwdin charge analysis, in e, for atoms 1 through 6: 0.729, -0.242, -0.141, -0.300, -0.160, -0.139

5.
Entry from OMol25: C7H17O3PSi in the gas phase at a distorted geometry (ωB97M-V/def2-TZVPD).

CARTESIAN COORDINATES (ANGSTROEM)
P (-1.15, -0.56, -0.46)
Si (1.83, -0.05, -0.10)
O (-1.00, -0.76, -1.91)
O (-2.42, -1.43, -0.02)
O (-1.55, 1.03, -0.03)
C (0.18, -1.25, 1.93)
C (-2.46, 1.64, -0.96)
C (1.38, 1.70, -0.93)
C (2.51, -1.14, -1.50)
C (3.13, 0.19, 1.38)
C (0.28, -0.84, 0.66)
C (-3.54, -1.09, 0.93)
H (1.10, -1.26, 2.39)
H (1.43, 2.59, -0.43)
H (-0.67, -1.44, 2.57)
H (0.42, 1.52, -1.20)
H (-4.48, -0.92, 0.49)
H (2.54, 0.78, 2.12)
H (3.11, -0.39, -2.02)
H (3.99, 0.71, 1.17)
H (-2.20, 2.70, -0.83)
H (1.78, -1.54, -2.24)
H (2.99, -2.01, -1.13)
H (-3.20, -0.17, 1.37)
H (-3.52, 1.54, -1.01)
H (-3.56, -1.89, 1.70)
H (1.90, 1.75, -1.93)
H (-2.09, 1.35, -1.92)
H (3.29, -0.76, 1.90)

As for the energy relative to the best compared isomer or geometry (same formula, charge and spin): 0.0 kJ/mol. The calculation puts the HOMO-LUMO gap at 0.3910 Ha. Its total charge is 0.

Results of the Löwdin charge analysis, in e, for atoms 1 through 6: 0.512, 0.636, -0.265, -0.260, -0.295, 0.006

6.
Entry from OMol25: C7H17O3Sr as an isolated structure at a distorted geometry (ωB97M-V/def2-TZVPD).

CARTESIAN COORDINATES (ANGSTROEM)
Sr (0.29, 1.06, 0.67)
O (2.23, 0.59, 0.04)
O (-1.66, 0.98, -0.22)
O (0.26, -1.09, 0.13)
C (1.55, -1.67, 0.26)
C (2.51, -0.73, -0.43)
C (-2.26, 2.27, -0.24)
C (3.15, 1.58, -0.39)
C (-2.07, -1.41, -0.39)
C (-0.88, -1.95, 0.37)
C (-2.60, -0.07, 0.06)
H (0.01, 1.67, 2.54)
H (2.38, -0.76, -1.52)
H (-2.89, -2.14, -0.26)
H (-1.05, -2.01, 1.46)
H (2.81, 2.54, 0.03)
H (-0.63, -2.96, 0.01)
H (3.55, -1.00, -0.19)
H (-1.84, -1.38, -1.46)
H (1.58, -2.65, -0.22)
H (-2.82, -0.06, 1.14)
H (-3.01, 2.32, -1.04)
H (-3.53, 0.16, -0.48)
H (1.80, -1.78, 1.33)
H (4.15, 1.34, -0.01)
H (3.16, 1.64, -1.49)
H (-1.48, 3.01, -0.44)
H (-2.73, 2.49, 0.73)

The calculation puts the HOMO-LUMO gap at 0.2730 Ha. Its total charge is +1.

Results of the Löwdin charge analysis, in e, for atoms 1 through 6: 1.430, -0.520, -0.509, -0.384, -0.153, -0.156

7.
Entry from OMol25: a 2-piece molecular cluster, C7H17O4PS2 overall at a distorted geometry (ωB97M-V/def2-TZVPD).

CARTESIAN COORDINATES (ANGSTROEM)
S (2.86, 1.44, -0.41)
S (1.68, -1.39, 0.39)
P (-0.08, 0.94, -0.45)
O (-1.41, 0.81, 0.55)
O (0.22, 2.29, -0.96)
O (4.13, 1.14, 0.37)
O (-0.54, -0.05, -1.60)
C (2.93, 0.70, -2.08)
C (-1.44, -2.30, -0.87)
C (-1.71, 1.86, 1.51)
C (3.22, -1.38, 1.51)
C (1.51, 0.26, 0.26)
C (-1.57, -1.04, -1.78)
C (-3.20, 2.09, 1.49)
H (-0.36, -2.43, -0.76)
H (-1.32, 2.83, 1.12)
H (3.05, -0.39, -2.05)
H (-2.62, -0.68, -1.59)
H (3.87, 1.06, -2.53)
H (-3.46, 2.76, 2.35)
H (3.92, -2.16, 1.37)
H (1.51, 0.87, 1.60)
H (2.76, -1.66, 2.56)
H (-3.57, 2.52, 0.63)
H (-3.68, 1.08, 1.51)
H (3.54, -0.38, 1.55)
H (-1.54, -1.33, -2.79)
H (-1.28, 1.66, 2.52)
H (-1.91, -3.20, -1.43)
H (2.05, 1.07, -2.55)
H (-2.03, -2.22, 0.06)

The calculation puts the HOMO-LUMO gap at 0.3366 Ha. Its total charge is 0.

Results of the Löwdin charge analysis, in e, for atoms 1 through 6: 0.875, 0.827, 0.457, -0.231, -0.295, -0.567

8.
Entry from OMol25: a 2-piece molecular cluster, C7H17OP overall at a distorted geometry (ωB97M-V/def2-TZVPD).

CARTESIAN COORDINATES (ANGSTROEM)
P (-1.81, -0.07, 0.74)
O (-0.71, -0.29, 1.76)
C (1.76, 1.31, 1.04)
C (1.22, 1.01, -0.31)
C (2.26, -1.23, -0.54)
C (0.82, -0.21, -2.42)
C (-2.14, 1.63, 0.78)
C (1.18, -0.26, -0.96)
C (-3.18, -1.16, 1.38)
H (-1.24, 2.28, 0.65)
H (2.59, 0.64, 1.20)
H (-1.53, -0.81, -0.42)
H (0.55, 1.86, -0.57)
H (2.32, -2.05, -1.17)
H (-4.00, -1.40, 0.78)
H (3.27, -0.78, -0.31)
H (1.80, 0.11, -2.90)
H (2.14, -1.75, 0.46)
H (-0.01, 0.41, -2.80)
H (0.88, 0.97, 1.59)
H (2.23, 2.37, 1.02)
H (0.70, -1.33, -2.78)
H (-3.44, -0.63, 2.20)
H (-3.05, 2.03, 0.43)
H (-2.66, -2.05, 1.63)
H (0.06, -0.58, -0.46)

As for the energy relative to the best compared isomer or geometry (same formula, charge and spin): 463.6 kJ/mol. The calculation puts the HOMO-LUMO gap (spin up / spin down) at 0.1803 / 0.3460 Ha. Its total charge is 0.

Results of the Löwdin charge analysis, in e, for atoms 1 through 6: 0.527, -0.432, -0.091, -0.138, -0.067, -0.091

9.
Entry from OMol25: C7H17P in the gas phase at a distorted geometry (ωB97M-V/def2-TZVPD).

CARTESIAN COORDINATES (ANGSTROEM)
P (-1.01, 0.12, -0.09)
C (1.30, 1.15, 1.17)
C (1.61, -1.17, 0.33)
C (-1.55, -1.02, -1.42)
C (0.94, 0.14, 0.03)
C (-1.46, -0.87, 1.45)
C (1.36, 0.65, -1.39)
C (-2.06, 1.62, -0.16)
H (-1.44, -2.09, -1.20)
H (1.98, 0.66, 1.79)
H (-2.58, -0.74, -1.66)
H (0.73, 1.61, -1.50)
H (-2.48, -1.35, 1.14)
H (-1.42, 2.15, 0.70)
H (-0.77, -1.69, 1.72)
H (-1.54, 1.98, -1.11)
H (-1.51, -0.24, 2.34)
H (1.62, 2.09, 0.76)
H (2.73, -1.08, 0.50)
H (1.37, -1.91, -0.37)
H (-0.89, -0.78, -2.29)
H (1.12, -1.60, 1.26)
H (1.28, -0.08, -2.23)
H (0.34, 1.34, 1.57)
H (2.33, 1.09, -1.32)

As for the energy relative to the best compared isomer or geometry (same formula, charge and spin): 261.1 kJ/mol. The calculation puts the HOMO-LUMO gap at 0.3179 Ha. Its total charge is 0.

Results of the Löwdin charge analysis, in e, for atoms 1 through 6: 0.775, -0.056, -0.112, -0.211, -0.643, -0.212

> total charge of number 6 (C7H17O3Sr)?

+1

> Among the records above, which one has the lowest total charge?

C7H17NO6P

> What is the formula in the third record?

C7H17NO6P